DFT (wB97M-V/def2-TZVPD) results for an isolated molecule of C8H8O2 at a distorted geometry.

E_HOMO (eV): -7.26
E_tot (Eh): -459.953325
SMILES: CC1=CC=C/C(=C2\CO2)O1
Energy relative to the best compared isomer or geometry (same formula, charge and spin) (kJ/mol): 340.0
Total charge: 0

Cartesian coordinates (Å):
1 C -0.8034 -1.5669 0.4044
2 C 0.4741 -1.2905 0.1299
3 C -1.9718 -0.6652 0.4145
4 C -1.6933 0.6330 0.0428
5 C 0.9051 0.0362 -0.1122
6 C 3.4736 -0.3758 -0.1729
7 C 2.1993 0.2578 -0.3579
8 C -2.5231 1.8030 -0.2114
9 O -0.2510 0.9184 -0.1271
10 O 3.3148 1.0162 -0.4790
11 H -1.0600 -2.6447 0.7009
12 H 1.2282 -2.0693 0.1619
13 H -2.9780 -0.9372 0.6689
14 H 3.7918 -0.6597 0.8211
15 H 4.1229 -0.7777 -1.0238
16 H -2.6572 2.5072 0.6583
17 H -3.4788 1.4216 -0.5537
18 H -2.0933 2.3934 -0.9648